Formula: C4H17N2O2
Source: OMol25
Level of theory: the ωB97M-V functional and the def2-TZVPD basis

XYZ file:
```
25
Properties=species:S:1:pos:R:3:forces:R:3
C 2.45723 0.56784 -0.44078 0.646 0.406 0.169
N 2.71348 1.67626 -1.36835 0.059 0.593 0.847
C 0.95223 0.40468 -0.20354 -0.017 0.093 1.205
N 0.37205 1.82488 -0.05395 0.467 -0.647 -2.964
C 0.51328 -1.84318 0.99335 2.064 -1.942 -0.866
C 0.32500 -0.35239 0.98346 -1.917 -0.153 -0.163
H 2.93144 0.96412 0.46298 -0.224 -0.386 0.320
H 3.04628 -0.33916 -0.68344 -0.991 0.013 0.022
H 3.67480 1.94704 -1.22448 -0.097 0.362 -0.522
H 2.43391 1.74617 -2.33234 0.139 -0.942 -0.210
H 0.51171 0.01132 -1.11717 -0.217 0.095 -0.138
H 0.64626 2.22297 -0.97956 -0.114 0.394 0.901
H -0.64164 1.67667 -0.10137 -0.027 0.763 0.816
H 0.79742 2.44349 0.64623 -0.560 -0.511 0.179
H 1.43158 -2.14555 0.41902 -0.834 0.402 -0.082
H -0.31838 -2.42500 0.58995 0.003 0.388 -0.135
H 0.79117 -2.36971 1.90197 -0.400 0.704 0.755
H -0.78410 -0.24516 0.85881 0.623 0.144 -0.353
H 0.37468 0.12081 1.95855 1.145 0.217 0.168
H -3.81410 2.25884 -1.61200 0.203 0.108 0.650
H -3.37123 1.00877 -2.20148 0.327 -0.369 0.415
O -3.24695 1.50631 -1.37644 -0.315 0.266 -1.002
H -2.21989 -3.85834 2.19976 -0.019 -0.418 -0.338
H -3.02333 -4.00079 0.83595 0.299 -0.484 -0.012
O -2.93076 -3.51644 1.65332 -0.244 0.904 0.336
```
Forces are in eV/Å.

The net charge is +1. The energy relative to the best compared isomer or geometry (same formula, charge and spin) is 192.23 kJ/mol. As for the orbital gap: 10.65 eV.

Computed Löwdin charges, given in elementary charges:
1. C -0.21
2. N -0.01
3. C -0.26
4. N 0.20
5. C -0.09
6. C -0.21
7. H 0.13
8. H 0.13
9. H 0.09
10. H 0.09
11. H 0.16
12. H 0.15
13. H 0.15
14. H 0.18
15. H 0.09
16. H 0.07
17. H 0.08
18. H 0.12
19. H 0.12
20. H 0.05
21. H 0.05
22. O -0.07
23. H 0.03
24. H 0.03
25. O -0.05

Formula: C27H56ClNP2Pm
Source: OMol25
Level of theory: the ωB97M-V functional and the def2-TZVPD basis

XYZ file:
```
88
Properties=species:S:1:pos:R:3:forces:R:3
Pm -0.18346 0.87127 -0.27764 -0.206 -1.958 0.062
Cl -0.19997 3.49182 -0.94377 0.058 0.676 -0.110
P -2.02596 1.67965 1.53319 0.716 -0.520 -0.521
C -3.19768 2.87168 0.78893 -0.474 0.485 0.160
C -2.94102 0.28747 2.31136 -0.683 0.034 0.679
C -0.90790 2.61240 2.68753 -0.602 0.209 0.303
C -3.59472 2.61129 -0.68960 -0.163 -0.014 0.041
H -2.63929 3.82863 0.79680 -0.240 -0.368 0.178
C -4.43757 2.94695 1.67689 -0.404 0.511 0.025
H -5.09060 2.08907 1.47444 0.032 0.178 0.074
H -4.99094 3.87031 1.45715 -0.100 -0.229 0.019
H -4.20350 2.95171 2.74798 -0.092 0.010 -0.225
H -2.82629 3.00591 -1.36741 -0.215 -0.349 0.256
H -4.55017 3.11269 -0.92524 0.208 0.081 0.301
H -3.73053 1.54448 -0.91591 0.186 0.398 0.109
H -0.54112 3.43056 2.02875 -0.301 -0.431 0.322
C 0.33790 1.86135 3.23028 0.033 -0.516 0.230
C -1.77117 3.16784 3.82783 0.371 0.380 0.437
H -2.42170 3.98373 3.48949 0.101 -0.189 0.065
H -1.13823 3.55535 4.63962 -0.145 0.031 -0.105
H -2.40062 2.37462 4.25932 0.156 0.197 -0.042
H 0.69027 0.99897 2.63154 -0.358 0.684 0.128
H 0.16240 1.46431 4.24457 -0.092 0.350 -0.126
H 1.19566 2.55908 3.24531 -0.413 -0.345 0.114
C -3.62315 -0.55896 1.21007 0.037 -0.149 -0.206
H -3.71979 0.73227 2.96042 0.128 -0.424 -0.098
C -2.02896 -0.60628 3.17646 0.239 -0.158 0.034
H -4.42127 -0.02699 0.67841 0.122 0.023 0.216
H -4.04790 -1.48300 1.63375 0.005 0.347 0.110
H -2.91842 -0.90617 0.44129 -0.065 0.302 0.338
H -1.11488 -0.91799 2.65057 -0.342 0.277 -0.026
H -2.54090 -1.54930 3.43632 -0.019 0.388 -0.082
H -1.71933 -0.12617 4.11366 -0.109 0.032 -0.202
H -1.71894 0.85386 -1.51986 -1.294 -0.050 -0.896
H 1.31073 1.40191 0.82574 1.653 0.322 1.057
P 1.57106 0.79200 -2.36105 -0.759 -0.235 0.692
C 2.80618 2.13889 -2.15423 0.469 0.318 -0.406
C 2.42893 -0.83095 -2.50371 0.733 -0.139 -0.589
C 0.48776 1.21673 -3.79736 0.578 0.110 -0.370
C 3.20217 2.50196 -0.69957 0.121 0.018 -0.037
H 2.28970 3.02886 -2.56523 0.217 -0.420 -0.007
C 4.04912 1.79544 -2.97301 0.381 0.418 -0.249
H 4.66660 1.07041 -2.42828 -0.038 0.135 -0.139
H 4.64374 2.70462 -3.14037 0.063 -0.225 0.079
H 3.81293 1.37131 -3.95588 0.100 0.091 0.190
H 2.42726 3.12216 -0.22955 0.213 -0.466 -0.099
H 4.13961 3.08586 -0.69088 -0.166 -0.105 -0.324
H 3.37053 1.61500 -0.07156 -0.192 0.352 -0.232
H 0.16829 2.24649 -3.52430 0.269 -0.522 -0.184
C -0.79455 0.36344 -3.98416 -0.037 -0.493 -0.042
C 1.35866 1.21291 -5.05736 -0.343 0.199 -0.574
H 2.06648 2.05042 -5.07051 -0.110 -0.177 0.005
H 0.72948 1.28514 -5.95614 0.176 0.058 0.057
H 1.92677 0.27286 -5.13114 -0.140 0.210 -0.050
H -1.07381 -0.26510 -3.12398 0.253 0.548 -0.296
H -0.69253 -0.33702 -4.83154 0.092 0.382 0.018
H -1.65771 1.03290 -4.15178 0.412 -0.389 0.005
C 3.09663 -1.14787 -1.14399 0.137 -0.056 0.209
H 3.21632 -0.72626 -3.27441 -0.125 -0.266 0.272
C 1.49598 -1.98265 -2.91970 -0.201 -0.108 0.104
H 4.02139 -0.58086 -0.96485 -0.232 -0.005 -0.194
H 3.35826 -2.21520 -1.07605 -0.071 0.349 -0.311
H 2.44628 -0.94843 -0.27422 -0.016 0.004 -0.464
H 0.65931 -2.10756 -2.22234 0.233 0.160 -0.106
H 2.03647 -2.94387 -2.90274 0.029 0.361 -0.065
H 1.06748 -1.85509 -3.91972 0.138 0.092 0.080
C 1.89897 -4.44283 3.07741 0.174 -0.139 -0.407
N 2.09665 -3.26968 2.28422 0.266 0.438 1.017
C 3.12144 -3.36872 1.29924 -0.230 -0.142 -0.306
C 1.02363 -2.31501 2.12908 0.358 -0.305 -0.023
C 0.04315 -2.65519 1.03390 -0.907 -1.523 -0.380
C -0.46029 -3.98081 0.99447 0.835 0.756 0.546
C -1.34401 -4.36610 -0.00447 -0.428 -1.118 0.002
C -1.80068 -3.44866 -0.94294 0.120 1.214 -0.384
C -1.32022 -2.11051 -0.86250 -1.106 -1.554 -0.719
C -0.40348 -1.74273 0.09366 0.999 2.077 0.559
H 2.82527 -4.64556 3.63261 -0.195 -0.171 0.182
H 1.70086 -5.31589 2.42864 -0.097 -0.185 0.392
H 1.05718 -4.29475 3.76396 0.247 -0.136 -0.066
H 2.73095 -3.71831 0.32077 0.194 -0.079 0.156
H 3.60588 -2.39694 1.11934 -0.020 -0.289 0.188
H 3.84378 -4.10607 1.67648 0.105 0.292 -0.311
H 0.50723 -2.29834 3.10194 0.069 0.264 -0.173
H 1.50347 -1.34414 1.95598 -0.396 0.164 -0.063
H -0.09351 -4.66170 1.77837 -0.572 -0.001 -0.687
H -1.68586 -5.42431 -0.03336 0.172 0.834 -0.022
H -2.51658 -3.70665 -1.73947 0.350 -0.127 0.477
H -1.70961 -1.33794 -1.56599 0.149 -0.681 0.427
```
Forces are in eV/Å.

The net charge is -1. The multiplicity is 5. The expectation value of S² is 6.008. As for the orbital gap (alpha / beta): 5.48 / 5.63 eV.

Computed Löwdin charges, given in elementary charges:
1. Pm 0.77
2. Cl -0.14
3. P 0.90
4. C -0.55
5. C -0.53
6. C -0.54
7. C -0.18
8. H 0.09
9. C -0.15
10. H 0.07
11. H 0.08
12. H 0.05
13. H 0.01
14. H 0.07
15. H 0.03
16. H 0.08
17. C -0.17
18. C -0.14
19. H 0.07
20. H 0.07
21. H 0.07
22. H -0.02
23. H 0.06
24. H 0.08
25. C -0.11
26. H 0.09
27. C -0.11
28. H 0.06
29. H 0.08
30. H 0.04
31. H 0.04
32. H 0.08
33. H 0.07
34. H -0.13
35. H -0.14
36. P 0.91
37. C -0.55
38. C -0.53
39. C -0.54
40. C -0.18
41. H 0.09
42. C -0.15
43. H 0.07
44. H 0.08
45. H 0.05
46. H 0.00
47. H 0.07
48. H 0.03
49. H 0.07
50. C -0.16
51. C -0.14
52. H 0.06
53. H 0.07
54. H 0.07
55. H -0.01
56. H 0.07
57. H 0.08
58. C -0.13
59. H 0.09
60. C -0.10
61. H 0.07
62. H 0.06
63. H 0.04
64. H 0.05
65. H 0.08
66. H 0.06
67. C -0.14
68. N -0.30
69. C -0.10
70. C -0.18
71. C -0.27
72. C -0.05
73. C -0.13
74. C -0.10
75. C -0.24
76. C -0.24
77. H 0.08
78. H 0.07
79. H 0.09
80. H 0.08
81. H 0.08
82. H 0.08
83. H 0.11
84. H 0.10
85. H 0.08
86. H 0.10
87. H 0.09
88. H 0.04

Formula: C6H11N
Source: OMol25
Level of theory: the ωB97M-V functional and the def2-TZVPD basis

XYZ file:
```
18
Properties=species:S:1:pos:R:3:forces:R:3
C -2.31694 0.88564 -1.45196 2.236 -0.892 0.657
C -1.50602 -0.00126 -0.83807 -0.575 3.145 1.317
C -0.45620 0.36367 0.17999 -0.914 -3.667 1.495
N -0.81229 1.14110 1.34822 0.716 3.783 -1.365
C 0.54968 -0.55988 0.35092 1.957 3.491 0.523
C 1.74746 0.09228 1.10634 1.284 -0.483 0.954
C 0.99461 -1.51376 -0.70433 -2.403 -0.837 -1.331
H -2.73340 0.42952 -2.34545 -1.169 0.977 0.230
H -2.18751 1.92056 -1.09338 -0.493 -0.261 -1.161
H -1.81357 -0.99398 -0.84307 0.349 -2.071 -0.873
H -0.29128 2.12387 1.40765 -1.541 -3.065 0.096
H -0.73674 0.58576 2.17892 0.379 0.243 0.275
H 2.51357 -0.63550 1.45106 -0.756 -0.053 0.211
H 1.54837 0.79542 1.99101 0.126 -1.096 -1.608
H 2.38956 0.59937 0.33639 -0.874 0.111 0.498
H 2.02213 -1.83268 -0.74964 0.542 0.689 0.163
H 0.45520 -2.51466 -0.76866 0.131 1.323 0.293
H 0.63338 -0.88546 -1.55595 1.004 -1.337 -0.375
```
Forces are in eV/Å.

As for the SMILES: C=CC(N)=C(C)C. The energy relative to the best compared isomer or geometry (same formula, charge and spin) is 349.13 kJ/mol. As for the orbital gap: 9.01 eV.

Computed Löwdin charges, given in elementary charges:
1. C 0.02
2. C -0.16
3. C -0.32
4. N 0.02
5. C -0.28
6. C -0.09
7. C -0.08
8. H 0.06
9. H 0.07
10. H 0.08
11. H 0.14
12. H 0.06
13. H 0.06
14. H 0.08
15. H 0.09
16. H 0.07
17. H 0.10
18. H 0.09

Please write out number 1 again, unchanged.
Formula: C4H17N2O2
Source: OMol25
Level of theory: the ωB97M-V functional and the def2-TZVPD basis

XYZ file:
```
25
Properties=species:S:1:pos:R:3:forces:R:3
C 2.45723 0.56784 -0.44078 0.646 0.406 0.169
N 2.71348 1.67626 -1.36835 0.059 0.593 0.847
C 0.95223 0.40468 -0.20354 -0.017 0.093 1.205
N 0.37205 1.82488 -0.05395 0.467 -0.647 -2.964
C 0.51328 -1.84318 0.99335 2.064 -1.942 -0.866
C 0.32500 -0.35239 0.98346 -1.917 -0.153 -0.163
H 2.93144 0.96412 0.46298 -0.224 -0.386 0.320
H 3.04628 -0.33916 -0.68344 -0.991 0.013 0.022
H 3.67480 1.94704 -1.22448 -0.097 0.362 -0.522
H 2.43391 1.74617 -2.33234 0.139 -0.942 -0.210
H 0.51171 0.01132 -1.11717 -0.217 0.095 -0.138
H 0.64626 2.22297 -0.97956 -0.114 0.394 0.901
H -0.64164 1.67667 -0.10137 -0.027 0.763 0.816
H 0.79742 2.44349 0.64623 -0.560 -0.511 0.179
H 1.43158 -2.14555 0.41902 -0.834 0.402 -0.082
H -0.31838 -2.42500 0.58995 0.003 0.388 -0.135
H 0.79117 -2.36971 1.90197 -0.400 0.704 0.755
H -0.78410 -0.24516 0.85881 0.623 0.144 -0.353
H 0.37468 0.12081 1.95855 1.145 0.217 0.168
H -3.81410 2.25884 -1.61200 0.203 0.108 0.650
H -3.37123 1.00877 -2.20148 0.327 -0.369 0.415
O -3.24695 1.50631 -1.37644 -0.315 0.266 -1.002
H -2.21989 -3.85834 2.19976 -0.019 -0.418 -0.338
H -3.02333 -4.00079 0.83595 0.299 -0.484 -0.012
O -2.93076 -3.51644 1.65332 -0.244 0.904 0.336
```
Forces are in eV/Å.

The net charge is +1. The energy relative to the best compared isomer or geometry (same formula, charge and spin) is 192.23 kJ/mol. As for the orbital gap: 10.65 eV.

Computed Löwdin charges, given in elementary charges:
1. C -0.21
2. N -0.01
3. C -0.26
4. N 0.20
5. C -0.09
6. C -0.21
7. H 0.13
8. H 0.13
9. H 0.09
10. H 0.09
11. H 0.16
12. H 0.15
13. H 0.15
14. H 0.18
15. H 0.09
16. H 0.07
17. H 0.08
18. H 0.12
19. H 0.12
20. H 0.05
21. H 0.05
22. O -0.07
23. H 0.03
24. H 0.03
25. O -0.05